1.
ORCA calculation (ωB97M-V/def2-TZVPD) on a molecular structure, C28H40GaN6O2.

E_tot   -3494.68850 hartree
LUMO level   2.220 eV
Spin multiplicity   1
Relative energy (zero: lowest compared OMol25 entry of this formula, charge and spin)   0.0 kcal/mol
HOMO   -5.46 eV
Net charge   -1

```
77
C28H40GaN6O2 ωB97M-V/def2-TZVPD
O -7.0964 -0.3623 -1.1932
C -5.8931 -0.3744 -1.2448
O -5.1676 0.7877 -1.0914
C -5.0792 -1.5982 -1.5626
C -3.5971 -1.6743 -1.1284
C -3.1659 -0.9792 0.1767
Ga -4.3238 -1.2305 1.8393
H -5.3950 1.1186 -0.2054
H -5.0976 -1.6821 -2.6601
H -5.6555 -2.4473 -1.1819
H -2.9922 -1.2832 -1.9626
H -3.3607 -2.7424 -1.0490
H -2.1697 -1.3755 0.4251
H -3.0088 0.0881 -0.0288
H -5.8033 -0.6327 1.6215
H -3.5947 -0.3708 3.0244
H -4.3793 -2.7675 2.3160
N -2.1851 0.8139 -3.7101
C -3.4667 1.2814 -3.7805
C -3.7582 1.4963 -5.1022
C -2.6039 1.1485 -5.8567
C -1.6490 0.7285 -4.9654
H -1.7188 0.5553 -2.8595
H -4.0495 1.4031 -2.8823
H -4.6967 1.8594 -5.4861
H -2.4922 1.1941 -6.9280
H -0.6431 0.3695 -5.1105
N -1.2386 2.3825 1.0270
C -0.7665 2.6551 2.2775
C 0.6018 2.6441 2.2189
C 0.9664 2.3576 0.8741
C -0.1972 2.1991 0.1653
H -2.2109 2.2935 0.7900
H -1.4401 2.8190 3.1008
H 1.2651 2.8035 3.0524
H 1.9642 2.2617 0.4778
H -0.3687 1.9577 -0.8693
N 0.5033 -0.6008 3.6534
C 1.7069 -1.1107 3.2667
C 2.3309 -1.6015 4.3845
C 1.4609 -1.3771 5.4872
C 0.3392 -0.7587 4.9967
H -0.1668 -0.1691 3.0384
H 2.0166 -1.0813 2.2366
H 3.3048 -2.0632 4.4055
H 1.6345 -1.6355 6.5195
H -0.5573 -0.4217 5.4875
N -0.0691 0.3976 -8.2518
C 0.3180 1.0216 -9.4052
C 0.1444 0.1383 -10.4374
C -0.3700 -1.0653 -9.8816
C -0.4913 -0.8719 -8.5311
H -0.0550 0.8121 -7.3377
H 0.6791 2.0354 -9.3939
H 0.3584 0.3333 -11.4749
H -0.6252 -1.9669 -10.4126
H -0.8452 -1.5227 -7.7501
N 4.7688 5.0725 2.2057
C 5.7216 5.4561 3.1100
C 5.2660 5.1293 4.3592
C 3.9880 4.5258 4.2001
C 3.7097 4.5056 2.8599
H 4.8335 5.1904 1.2123
H 6.6369 5.9234 2.7898
H 5.7898 5.3016 5.2845
H 3.3484 4.1479 4.9801
H 2.8554 4.1382 2.3184
N 3.9664 -4.6613 5.6645
C 5.0336 -4.6190 4.8125
C 5.5275 -5.8912 4.6936
C 4.7214 -6.7342 5.5061
C 3.7669 -5.9440 6.0903
H 3.4080 -3.8687 5.9269
H 5.3480 -3.6934 4.3619
H 6.3685 -6.1855 4.0884
H 4.8271 -7.7975 5.6420
H 2.9649 -6.1855 6.7661
```

Table of Mulliken atomic charges, one value per atom, all in e:
1. O -0.603
2. C 0.306
3. O -0.465
4. C -0.459
5. C -0.573
6. C -0.269
7. Ga 0.282
8. H 0.325
9. H 0.305
10. H 0.373
11. H 0.060
12. H 0.364
13. H 0.484
14. H -0.231
15. H -0.266
16. H -0.328
17. H -0.326
18. N 0.070
19. C -0.494
20. C -1.136
21. C 0.122
22. C -0.537
23. H 0.227
24. H 0.552
25. H 0.409
26. H 0.433
27. H 0.359
28. N 0.110
29. C -1.033
30. C -0.122
31. C -0.565
32. C -0.416
33. H 0.210
34. H 0.395
35. H 0.568
36. H 0.438
37. H 0.397
38. N 0.223
39. C -0.770
40. C 0.039
41. C -0.541
42. C -0.609
43. H 0.105
44. H 0.379
45. H 0.370
46. H 0.393
47. H 0.404
48. N 0.066
49. C -0.552
50. C -0.372
51. C -0.548
52. C -0.300
53. H 0.197
54. H 0.362
55. H 0.388
56. H 0.395
57. H 0.373
58. N 0.001
59. C -0.468
60. C -0.601
61. C -0.187
62. C -0.281
63. H 0.189
64. H 0.370
65. H 0.390
66. H 0.431
67. H 0.189
68. N 0.096
69. C -0.355
70. C -0.469
71. C -0.461
72. C -0.425
73. H 0.174
74. H 0.320
75. H 0.384
76. H 0.383
77. H 0.356

2.
ORCA calculation (ωB97M-V/def2-TZVPD) on 2 unconnected molecules or ions with the total composition C28H40NO3P in a non-equilibrium geometry.

E_tot   -1712.73530 hartree
LUMO level   -2.611 eV
Spin multiplicity   1
Relative energy (zero: lowest compared OMol25 entry of this formula, charge and spin)   1.1 kcal/mol
HOMO   -6.21 eV

```
73
C28H40NO3P ωB97M-V/def2-TZVPD
C 0.1793 3.8904 -2.2704
C -0.2407 3.1359 -1.0292
O 0.9206 2.4267 -0.5291
P 0.9147 1.0016 0.2120
C 1.4627 1.2407 1.8812
C 0.5950 1.5051 2.9121
N -0.1415 1.7490 3.8088
O -0.3262 0.2176 -0.0186
O 2.2839 0.3554 -0.3662
C 2.6224 0.3870 -1.7763
C 3.6464 -0.7042 -2.0375
H -0.6022 4.5614 -2.6373
H 1.0729 4.4857 -2.0601
H 0.3933 3.1832 -3.0812
H -0.5804 3.8273 -0.2538
H -1.0403 2.4169 -1.2397
H 2.5347 1.1865 2.0431
H 1.7184 0.2174 -2.3908
H 3.0494 1.3734 -2.0091
H 4.0338 -0.6320 -3.0592
H 4.4925 -0.6134 -1.3439
H 3.1846 -1.6942 -1.9087
C 2.0552 4.1294 10.6344
C 1.7073 3.0535 9.6579
C 2.3303 1.8056 9.7495
C 2.0193 0.7645 8.8683
C 2.7716 -0.5220 9.1102
C 1.0622 0.9724 7.8582
C 0.6807 -0.1411 6.8802
C -0.1055 -1.2532 7.5951
C 1.8968 -0.7444 6.1121
C 2.5406 0.1635 5.1629
C 3.8306 0.0481 4.6324
C 4.4478 1.2367 4.0782
C 3.7929 2.5736 4.2802
C 5.6293 1.1428 3.3690
C 6.3254 -0.0729 3.2839
C 7.5999 -0.1664 2.5086
C 5.8111 -1.1971 3.9441
C 4.6038 -1.1743 4.6145
C 4.1801 -2.4236 5.3095
C 0.3922 2.2182 7.7994
C -0.7343 2.4627 6.8346
C 0.7526 3.2463 8.6629
H 1.4856 5.0373 10.4179
H 1.8293 3.8091 11.6583
H 3.1243 4.3658 10.5951
H 3.0674 1.6163 10.5301
H 2.2062 -1.4305 8.8827
H 3.7345 -0.5536 8.5727
H 3.0224 -0.5898 10.1796
H 0.0458 0.2957 6.0963
H -1.0144 -0.8541 8.0652
H -0.4092 -2.0342 6.8842
H 0.4733 -1.7401 8.3949
H 2.5960 -1.0982 6.8752
H 1.5532 -1.6244 5.5426
H 1.9386 1.0252 4.8755
H 4.5220 3.3847 4.1201
H 2.9563 2.7117 3.5773
H 3.3885 2.6759 5.2980
H 6.0332 2.0443 2.8896
H 8.0295 -1.1705 2.5996
H 7.4407 0.0430 1.4401
H 8.3252 0.5718 2.8792
H 6.3825 -2.1278 3.9249
H 4.8286 -3.2463 4.9951
H 4.2904 -2.3559 6.3999
H 3.1526 -2.7094 5.0743
H -1.1614 3.4580 7.0147
H -0.4129 2.4258 5.7824
H -1.5391 1.7239 6.9485
H 0.2408 4.2119 8.5793
```

Table of Mulliken atomic charges, one value per atom, all in e:
1. C -1.123
2. C -0.273
3. O -0.260
4. P 0.469
5. C -0.161
6. C 0.327
7. N -0.795
8. O -0.800
9. O -0.275
10. C -0.066
11. C -1.235
12. H 0.388
13. H 0.275
14. H 0.268
15. H 0.273
16. H 0.332
17. H 0.257
18. H 0.304
19. H 0.249
20. H 0.397
21. H 0.247
22. H 0.295
23. C -1.514
24. C 0.637
25. C -0.978
26. C 1.748
27. C -2.188
28. C 0.604
29. C 0.250
30. C -1.646
31. C -1.323
32. C 0.464
33. C 0.817
34. C 0.790
35. C -1.504
36. C -0.920
37. C 0.679
38. C -1.376
39. C -1.083
40. C 1.069
41. C -1.531
42. C 0.799
43. C -1.332
44. C -1.065
45. H 0.353
46. H 0.328
47. H 0.330
48. H 0.430
49. H 0.262
50. H 0.285
51. H 0.492
52. H 0.096
53. H 0.425
54. H 0.418
55. H 0.248
56. H -0.186
57. H 0.718
58. H 0.183
59. H 0.475
60. H 0.242
61. H 0.364
62. H 0.468
63. H 0.366
64. H 0.323
65. H 0.347
66. H 0.310
67. H 0.456
68. H 0.296
69. H 0.279
70. H 0.393
71. H 0.279
72. H 0.280
73. H 0.245

3.
ORCA calculation (ωB97M-V/def2-TZVPD) on 9 unconnected molecules or ions with the total composition C28H41Br8N5 in a non-equilibrium geometry.

E_tot   -21957.37679 hartree
LUMO level   0.424 eV
Spin multiplicity   1
Relative energy (zero: lowest compared OMol25 entry of this formula, charge and spin)   0.0 kcal/mol
HOMO   -8.16 eV
SMILES   c1cc[nH]c1.c1cc[nH]c1.c1cc[nH]c1.c1cc[nH]c1.c1cc[nH]c1.BrCCBr.BrCCBr.BrCCBr.BrCCBr

```
82
C28H41Br8N5 ωB97M-V/def2-TZVPD
C -0.7635 0.6321 -3.9265
C -1.3901 0.2004 -5.1237
C -1.0267 -1.1017 -5.3181
N -0.2486 -1.4609 -4.2649
C -0.0016 -0.3841 -3.4445
H -0.8213 1.6292 -3.5195
H -2.0265 0.8137 -5.7339
H -1.2344 -1.8287 -6.0844
H -0.0086 -2.4048 -4.0339
H 0.6433 -0.5605 -2.5998
C -2.0280 -0.3188 5.4322
C -3.0123 -1.0707 4.7281
C -4.2250 -0.5573 5.1421
N -3.9965 0.5787 5.8837
C -2.6417 0.7336 6.0403
H -0.9602 -0.4487 5.3270
H -2.8899 -1.9412 4.1084
H -5.2271 -0.9267 5.0098
H -4.6790 1.1576 6.3248
H -2.1558 1.4831 6.6407
C -1.5239 3.6495 1.5537
C -1.4982 2.7843 2.6805
C -2.5488 1.9223 2.4953
N -3.2456 2.2657 1.3998
C -2.5432 3.2563 0.7360
H -0.8291 4.4340 1.2908
H -0.9847 2.8179 3.6249
H -2.8887 1.1585 3.1802
H -4.0585 1.8340 0.9989
H -2.9369 3.5343 -0.2256
C 4.3629 -2.0777 -2.0370
C 5.2020 -3.2183 -1.9607
C 5.9706 -3.2091 -3.1012
N 5.6313 -2.0992 -3.8408
C 4.6118 -1.4230 -3.2226
H 3.6301 -1.7375 -1.3223
H 5.3455 -3.9064 -1.1454
H 6.8184 -3.7769 -3.4466
H 6.1622 -1.8300 -4.6432
H 4.2237 -0.5161 -3.6368
C -5.4674 1.1361 -1.9203
C -5.5215 0.0465 -1.0018
C -4.2522 -0.1219 -0.5513
N -3.4117 0.6832 -1.2632
C -4.1671 1.4782 -2.0762
H -6.3062 1.5668 -2.4381
H -6.3713 -0.4982 -0.6348
H -3.8658 -0.8829 0.1137
H -2.4148 0.6744 -1.2341
H -3.7458 2.2997 -2.6271
Br -0.1724 -2.5680 0.8159
C 0.0107 -0.8870 1.7857
C 0.1475 0.2774 0.8305
Br 1.7068 0.1162 -0.3493
H 0.8372 -0.9807 2.4810
H -0.9078 -0.7551 2.3557
H 0.3511 1.2201 1.3172
H -0.7339 0.3223 0.2028
Br 2.0680 -6.1458 2.5089
C 0.2745 -6.2857 1.7796
C 0.2059 -7.3422 0.7172
Br -1.6456 -7.8035 0.3766
H 0.0246 -5.3285 1.3326
H -0.3904 -6.4561 2.6153
H 0.7731 -8.2165 1.0115
H 0.6002 -6.9436 -0.2086
Br 0.3120 4.4994 -2.3583
C 1.9061 3.5461 -1.7819
C 2.3836 2.6923 -2.9130
Br 4.2396 2.1126 -2.4902
H 1.6147 2.9515 -0.9207
H 2.6263 4.2703 -1.4178
H 2.5396 3.2133 -3.8493
H 1.7904 1.8114 -3.1251
Br 6.2894 4.2060 0.5837
C 4.7290 4.1481 1.7765
C 3.9922 2.8923 1.5378
Br 2.2118 2.9839 2.3405
H 4.1623 5.0200 1.4742
H 5.0701 4.2894 2.7930
H 4.4587 2.0080 1.9588
H 3.8411 2.6631 0.4868
```

Table of Mulliken atomic charges, one value per atom, all in e:
1. C 0.254
2. C -1.038
3. C -0.555
4. N 0.011
5. C -0.445
6. H 0.548
7. H 0.422
8. H 0.411
9. H 0.209
10. H 0.201
11. C -0.317
12. C -0.343
13. C -0.698
14. N 0.044
15. C -0.612
16. H 0.443
17. H 0.473
18. H 0.414
19. H 0.181
20. H 0.400
21. C -0.673
22. C -0.426
23. C -0.493
24. N 0.111
25. C -0.533
26. H 0.470
27. H 0.540
28. H 0.373
29. H 0.233
30. H 0.445
31. C 0.306
32. C -1.038
33. C -0.316
34. N 0.006
35. C -0.831
36. H 0.379
37. H 0.409
38. H 0.383
39. H 0.191
40. H 0.457
41. C -0.485
42. C -0.579
43. C -0.597
44. N 0.514
45. C -0.690
46. H 0.452
47. H 0.431
48. H 0.433
49. H 0.000
50. H 0.468
51. Br -0.177
52. C -0.217
53. C 0.700
54. Br -0.058
55. H 0.483
56. H -0.035
57. H -0.218
58. H -0.430
59. Br -0.150
60. C -0.227
61. C -0.547
62. Br -0.160
63. H -0.069
64. H 0.372
65. H 0.383
66. H 0.356
67. Br -0.199
68. C -0.002
69. C -0.271
70. Br -0.190
71. H -0.238
72. H 0.426
73. H 0.547
74. H -0.062
75. Br -0.181
76. C -0.643
77. C -0.073
78. Br -0.120
79. H 0.357
80. H 0.436
81. H 0.404
82. H -0.137

no.,molar mass (g/mol)
1,562.39
2,469.61
3,1086.90